[1]
11
Properties=species:S:1:pos:R:3:forces:R:3:mulliken_charge:R:1 method="wB97M-V/def2-TZVPD" homo_lumo_gap_ev=11.8 e_tot_ha=-189.66372 spin_multiplicity=1 e_above_lowest_kcal_mol=10.4 total_charge=+1
C 0.87818 1.44756 -0.29191 0.49 -1.74 1.08 -0.6895
N 0.23988 0.10215 -0.50741 0.72 1.23 -1.90 -0.2179
C -0.21763 -0.69074 0.40270 -0.40 0.19 0.91 0.2850
N -1.18501 -1.57871 0.35276 -0.09 -0.44 0.28 -0.3235
H 0.17845 2.23035 -0.55166 -0.02 0.05 -0.14 0.2818
H 1.14410 1.48155 0.76489 -0.02 0.38 -0.06 0.2979
H 1.79569 1.42960 -0.86992 -0.05 0.45 -0.14 0.3094
H 0.20529 -0.04643 -1.51561 -0.94 -0.59 0.42 0.2831
H 0.23311 -0.58293 1.38997 -0.34 0.32 -0.01 0.2636
H -1.77626 -1.85507 -0.42066 0.37 0.39 -0.29 0.2491
H -1.49580 -1.93734 1.24684 0.26 -0.24 -0.16 0.2611

[2]
82
Properties=species:S:1:pos:R:3:forces:R:3:mulliken_charge:R:1 method="wB97M-V/def2-TZVPD" homo_lumo_gap_ev="3.7 / 5.5" e_tot_ha=-6794.48670 spin_multiplicity=5 e_above_lowest_kcal_mol=32.3 total_charge=+2 s_squared=6.021
Rh 12.00447 10.04906 8.74400 0.79 0.95 0.08 -0.1054
C 9.36106 6.11158 10.76336 1.80 1.58 -1.28 -1.1124
C 10.13128 7.24958 11.41392 1.04 0.11 -0.35 0.7341
N 10.13351 7.66843 12.64139 0.37 -0.26 -0.66 -0.7086
N 11.05956 8.71056 12.69866 -1.02 -0.24 0.24 0.2330
C 11.53289 9.02419 11.48103 -0.11 -1.13 1.27 0.0557
S 12.48101 10.31838 11.09015 0.42 0.44 -0.79 -0.2922
N 11.10746 8.00618 10.67138 -1.87 0.29 -0.42 0.5051
N 11.15784 8.16104 9.22975 0.96 -2.00 1.40 -0.5576
H 10.03830 5.29961 10.46388 0.01 0.12 0.48 0.3523
H 8.99228 6.48617 9.76573 -0.44 -0.38 1.26 0.2308
H 8.66475 5.77058 11.47828 -1.18 -0.43 0.30 0.3720
H 11.14652 9.21221 13.61396 0.04 -0.53 -1.54 0.2149
H 10.23521 8.10722 8.78439 0.02 0.04 0.56 0.1695
H 11.73888 7.35916 8.91237 -0.53 0.64 -0.08 0.3250
C 17.00321 9.44646 13.79466 -1.10 -0.19 0.95 -0.9597
C 17.69597 8.11580 14.05499 1.04 2.74 -0.91 0.7748
C 16.92179 6.91553 14.15093 -2.47 0.39 1.04 -1.0281
C 19.18393 8.12747 14.06782 -0.11 -0.60 2.22 -1.2184
Sb 14.59749 9.97599 7.89375 1.10 -0.91 -0.22 0.9410
C 16.16566 11.51317 7.55933 -1.54 0.82 0.76 1.3298
C 16.47198 12.09878 8.93129 0.39 -0.37 1.52 -1.4455
C 17.36770 11.07883 6.77279 1.37 -0.28 0.19 -1.7281
C 15.34004 12.55542 6.77983 0.95 -0.34 -1.20 -1.3799
C 15.42889 7.99576 7.13742 0.72 -0.09 0.80 0.9601
C 14.55258 6.91677 7.82974 1.32 0.33 -1.15 -1.6743
C 16.91795 7.90340 7.67318 -1.38 -0.96 -0.09 -1.5514
C 15.40331 7.95504 5.61846 0.21 -0.74 -0.60 -1.2468
H 16.32866 9.44850 12.90482 0.17 -0.32 0.42 0.1065
H 17.72032 10.24061 13.58909 0.03 0.00 0.30 0.3283
H 16.32799 9.77088 14.68913 1.07 -0.45 -1.36 0.2459
H 16.27870 6.82277 13.26887 -0.26 -0.14 -0.08 0.2034
H 16.19956 7.05687 15.04225 0.82 -0.70 -1.09 0.2460
H 17.47685 6.01787 14.22752 0.61 -0.86 0.38 0.3432
H 19.54844 7.67987 15.04946 -0.21 0.44 -1.00 0.2760
H 19.61910 9.10644 13.99485 0.01 0.56 0.04 0.3713
H 19.63757 7.54120 13.30987 0.39 -0.85 -0.95 0.3220
H 16.87049 11.37257 9.66823 0.17 0.06 -0.66 0.4285
H 15.58982 12.47334 9.50177 0.35 0.13 -0.91 0.2033
H 17.23695 12.89243 8.85099 -0.42 -0.12 -0.06 0.4135
H 18.15625 10.51463 7.35568 -1.13 0.49 -0.54 0.3820
H 17.86221 12.04331 6.55675 -0.04 -0.31 -0.33 0.5242
H 17.14705 10.55715 5.81442 0.11 0.45 0.69 0.2882
H 14.35661 12.63716 7.17167 -0.82 0.48 0.77 0.0982
H 15.15239 12.12384 5.76394 0.49 0.89 0.37 0.3845
H 15.84663 13.56204 6.80827 -0.45 -1.00 -0.41 0.4962
H 14.57345 7.18593 8.87822 -0.70 -0.39 0.36 0.4877
H 15.07684 5.95856 7.70327 -0.14 0.09 0.13 0.5118
H 13.59351 6.80008 7.31454 -0.18 0.25 0.51 0.2184
H 16.96657 7.95614 8.75950 -0.06 0.43 0.11 0.4271
H 17.54808 8.63961 7.20230 0.19 -0.04 0.01 0.2994
H 17.30293 6.87734 7.48080 -0.23 0.56 -0.37 0.4827
H 14.39961 8.18783 5.18202 0.92 0.02 0.26 0.2100
H 15.61870 6.88092 5.34783 -0.17 0.86 0.11 0.4492
H 16.24296 8.54504 5.15392 -1.12 -0.35 0.41 0.2914
Cl 8.38634 9.70111 9.64263 0.95 -0.42 -0.29 -0.1554
C 9.14851 11.15010 9.04798 0.33 1.22 -0.79 0.3166
C 10.54599 11.41961 9.02006 -1.14 -0.78 0.49 -0.1372
C 10.92887 12.74567 9.10908 -0.04 0.15 0.43 0.6170
Cl 12.48966 13.12817 9.87298 -0.65 0.24 -1.13 -0.0894
C 10.01714 13.75079 8.80998 -0.68 0.38 -0.36 0.3551
Cl 10.44225 15.37844 9.02324 0.27 0.56 -0.14 -0.1312
C 8.68947 13.46059 8.39116 1.05 -0.85 0.93 0.0225
Cl 7.60822 14.64849 7.86627 -0.08 0.39 -0.06 -0.0788
C 8.23825 12.16466 8.65840 0.46 -0.44 0.66 0.0375
Cl 6.56303 11.83490 8.77614 -0.23 0.27 -0.47 -0.1433
C 8.53021 9.52011 5.57851 0.29 -1.03 -0.48 -0.7683
N 9.13593 10.83362 5.41145 0.62 1.84 -0.27 0.3090
C 8.49655 12.03181 4.98460 0.11 -1.02 0.75 -0.6992
C 9.34507 13.03911 5.22883 1.73 -0.01 -0.82 -0.4591
N 10.57769 12.47956 5.56556 0.65 0.43 1.12 0.4266
C 11.86894 13.24588 5.81884 -1.60 1.27 0.12 -0.6767
C 10.40177 11.17447 5.77928 -0.25 -1.00 -0.40 -0.1931
Se 11.75637 9.91315 6.29594 -0.49 0.47 -0.30 -0.5131
H 7.89687 9.51235 6.47323 0.07 0.01 -0.25 0.3104
H 9.35147 8.75304 5.69154 -0.93 0.95 -0.14 0.2070
H 7.94113 9.25925 4.67212 0.34 0.26 0.69 0.3560
H 7.54680 12.08920 4.49200 -0.38 -0.32 0.30 0.5666
H 9.34572 14.09742 5.08551 -0.55 0.29 -0.27 0.5313
H 12.60529 13.11643 5.01966 -0.07 -0.85 0.45 0.3144
H 12.17479 13.05802 6.87694 0.09 0.08 -1.19 0.1170
H 11.63082 14.34644 5.68644 -0.09 -1.24 0.55 0.3293

[3]
9
Properties=species:S:1:pos:R:3:forces:R:3:mulliken_charge:R:1 method="wB97M-V/def2-TZVPD" homo_lumo_gap_ev=9.7 e_tot_ha=-681.20196 spin_multiplicity=1 e_above_lowest_kcal_mol=161.5
C -2.52090 -0.22287 -1.75111 3.53 -0.19 0.78 -0.2661
C -1.37459 -0.24582 -1.22988 -5.67 -0.13 -1.72 -0.0898
N 1.73761 -0.40900 1.06692 0.20 1.58 0.79 0.8316
O 1.29833 -1.48392 1.28268 -1.37 -1.00 0.05 -0.4556
O 2.86731 -0.15578 0.78458 0.49 0.72 -0.47 -0.4968
S 0.55478 1.07009 1.39246 2.49 0.60 -0.39 -0.1296
H -3.43924 -0.25071 -2.38043 1.38 0.15 0.93 0.3451
H 1.60936 2.07693 1.23395 -1.69 -1.79 0.18 0.2295
H -0.73266 -0.37892 -0.39918 0.62 0.05 -0.16 0.0317